Molecular formula: C21H35BCdO2P2
Method: DFT, the ωB97M-V functional and the def2-TZVPD basis

Computed properties:
Orbital gap (spin up / spin down)   4.50 / 4.50 eV
E_HOMO (spin up / spin down)   -0.15408 / -0.15410 Ha

```
! wB97M-V def2-TZVPD RIJCOSX def2/J DEFGRID3
* xyz 0 1
P -0.79173 0.58329 -4.32025
P 1.79384 -1.20017 -3.90840
C 0.05453 -0.00609 -5.87077
C 1.18933 -1.01918 -5.65463
H 0.43022 0.87208 -6.41640
H -0.74775 -0.43440 -6.48265
H 0.87055 -2.02270 -5.96566
H 2.07210 -0.74607 -6.24322
C 3.05271 0.13254 -3.79932
H 3.66230 -0.01882 -2.89705
H 2.58360 1.12419 -3.73974
H 3.69637 0.10330 -4.68866
C 2.74614 -2.75017 -3.93132
H 3.81770 -2.50843 -3.92000
H 2.51441 -3.33043 -4.83412
H 2.50206 -3.35445 -3.04935
C -0.55941 2.39779 -4.46897
H -0.90232 2.90265 -3.55689
H -1.12610 2.79240 -5.32274
H 0.50256 2.64361 -4.60714
C -2.58663 0.33749 -4.60932
H -2.85259 -0.72796 -4.54678
H -2.88632 0.71586 -5.59781
H -3.15189 0.88120 -3.83835
Cd 0.04736 -0.62060 -2.59266
C 2.57335 3.72153 -2.40723
C 2.35957 4.41945 -3.53459
C 1.51991 5.64362 -3.72748
C 0.77370 6.20035 -2.48378
C -0.50027 5.48944 -2.15568
C -0.67252 4.31018 -1.54563
C 0.35262 3.29055 -1.15581
C 1.82724 3.76752 -1.10872
C -2.22109 -1.94704 -1.30470
H 3.42327 3.02499 -2.39597
H 2.92353 4.12949 -4.43293
H 0.79518 5.48309 -4.54307
H 2.18370 6.44446 -4.09999
H 1.46187 6.28557 -1.63238
H 0.47888 7.23287 -2.74096
H -1.39845 6.04653 -2.45889
H -1.69710 3.99127 -1.33430
H 0.28797 2.40226 -1.80935
H 0.07611 2.91160 -0.15772
H 1.88681 4.75468 -0.63835
H 2.34280 3.08127 -0.41488
H -2.17119 -2.63221 -2.16098
H -2.48695 -0.93852 -1.65202
H -3.04435 -2.28368 -0.65732
O -0.32303 -0.92331 0.24881
B -0.90574 -2.00104 -0.47733
O -0.43039 -3.23854 0.03106
C 0.28654 -2.92241 1.15421
C 0.62977 -3.75089 2.20006
C 1.01630 -3.15216 3.40332
C 1.13242 -1.76526 3.51894
C 0.82440 -0.92070 2.43999
C 0.37097 -1.51355 1.28160
H 0.57078 -4.83243 2.08739
H 1.24228 -3.78441 4.26195
H 1.46926 -1.31877 4.45303
H 0.91487 0.16224 2.49461
*
```

The computed Löwdin charges, all in e, follow: P 0.662; P 0.629; C -0.402; C -0.427; H 0.075; H 0.069; H 0.070; H 0.070; C -0.282; H 0.043; H 0.011; H 0.046; C -0.268; H 0.043; H 0.041; H 0.035; C -0.270; H 0.010; H 0.055; H 0.031; C -0.285; H 0.040; H 0.045; H 0.045; Cd 0.924; C -0.116; C -0.134; C -0.192; C -0.200; C -0.113; C -0.133; C -0.194; C -0.193; C -0.118; H 0.096; H 0.103; H 0.109; H 0.113; H 0.104; H 0.108; H 0.103; H 0.105; H 0.057; H 0.114; H 0.101; H 0.109; H 0.046; H 0.010; H 0.059; O 0.006; B -0.844; O 0.125; C -0.205; C -0.015; C -0.108; C -0.104; C -0.016; C -0.212; H 0.116; H 0.096; H 0.095; H 0.112

---

Molecular formula: C21H35BFeO2P2
Method: DFT, the ωB97M-V functional and the def2-TZVPD basis

Computed properties:
Orbital gap (spin up / spin down)   4.22 / 7.24 eV
E_HOMO (spin up / spin down)   -0.13626 / -0.25297 Ha

```
! wB97M-V def2-TZVPD RIJCOSX def2/J DEFGRID3
* xyz 0 5
P 0.32771 -2.34057 0.01885
P -0.18207 1.55471 0.79895
C -0.02839 -0.82656 -1.08148
C 0.28959 0.65356 -0.77610
H -1.03892 -0.93264 -1.48708
H 0.70094 -1.11103 -1.85047
H 1.32823 0.85951 -1.04278
H -0.33714 1.22600 -1.45634
C -1.79168 2.31506 0.42097
H -2.06850 2.89938 1.30726
H -2.53246 1.52069 0.26264
H -1.78671 2.96083 -0.46510
C 1.05337 2.86284 0.96649
H 0.94001 3.66199 0.22313
H 2.05246 2.43462 0.87466
H 0.92100 3.26991 1.97131
C -0.89980 -3.62146 -0.15693
H -0.75144 -4.30543 0.68570
H -0.77015 -4.14026 -1.10149
H -1.89666 -3.18127 -0.06971
C 2.02091 -2.88191 -0.21404
H 2.70193 -2.02980 -0.08485
H 2.15631 -3.31870 -1.20196
H 2.22498 -3.62240 0.57004
Fe -0.03016 -0.51071 1.00332
C 0.53157 1.18452 -3.72104
C -0.81459 1.27025 -3.65484
C -1.69908 0.59039 -4.63376
C -1.35067 -0.89519 -4.95498
C -0.58130 -1.66128 -3.91762
C 0.76119 -1.78414 -3.92254
C 1.65239 -0.93390 -4.75862
C 1.27249 0.57096 -4.86919
C 0.12755 -1.41474 3.06779
H 1.19838 1.67801 -3.01112
H -1.32830 1.98212 -3.00866
H -1.66733 1.14358 -5.59404
H -2.74342 0.64736 -4.28304
H -2.30988 -1.41663 -5.09688
H -0.79796 -0.92447 -5.89744
H -1.21055 -2.17251 -3.18572
H 1.25864 -2.60733 -3.40326
H 1.68351 -1.32570 -5.79609
H 2.68878 -1.01131 -4.37669
H 2.22040 1.12614 -4.95515
H 0.70053 0.72854 -5.78745
H 1.12371 -1.63510 3.50910
H 0.11825 -2.02866 2.11100
H -0.65867 -1.93294 3.66375
O -1.36596 0.54358 4.04470
B -0.12423 0.17012 3.30496
O 0.96287 0.95908 3.92499
C 0.45668 1.43566 5.09025
C 1.16689 1.77842 6.23038
C 0.46853 1.80717 7.43275
C -0.90511 1.58231 7.48635
C -1.64230 1.31864 6.34321
C -0.94835 1.18987 5.15096
H 2.24140 1.93839 6.17735
H 1.02651 1.97560 8.34978
H -1.40302 1.57953 8.44751
H -2.71288 1.14728 6.37830
*
```

The computed Löwdin charges, all in e, follow: P 0.760; P 0.788; C -0.406; C -0.411; H 0.073; H 0.042; H 0.079; H 0.030; C -0.245; H 0.047; H 0.045; H 0.036; C -0.238; H 0.047; H 0.051; H 0.044; C -0.256; H 0.048; H 0.031; H 0.049; C -0.252; H 0.053; H 0.020; H 0.049; Fe 0.051; C -0.113; C -0.125; C -0.184; C -0.171; C -0.124; C -0.142; C -0.182; C -0.177; C -0.080; H 0.101; H 0.101; H 0.119; H 0.109; H 0.113; H 0.103; H 0.100; H 0.099; H 0.119; H 0.111; H 0.113; H 0.103; H 0.088; H -0.037; H 0.094; O 0.090; B -0.578; O 0.080; C -0.214; C -0.014; C -0.110; C -0.110; C -0.014; C -0.224; H 0.115; H 0.097; H 0.096; H 0.115

---

Molecular formula: C21H35Cu2N3O
Method: DFT, the ωB97M-V functional and the def2-TZVPD basis

Computed properties:
Orbital gap   6.51 eV
E_HOMO   -0.70851 Ha

```
! wB97M-V def2-TZVPD RIJCOSX def2/J DEFGRID3
* xyz 4 1
C -7.51534 -5.13334 -2.15129
N -6.64580 -4.01566 -1.65981
C -7.11301 -3.28149 -0.63300
C -6.26809 -2.40325 0.01134
C -4.95330 -2.23504 -0.46855
C -4.50719 -2.99666 -1.53368
C -5.36296 -3.97262 -2.03079
C -4.07345 -1.18649 0.17346
C -3.13943 -0.46880 -0.56136
C -2.41189 0.54284 0.01106
N -2.55404 0.82609 1.33056
C -3.44046 0.14863 2.11349
C -4.20370 -0.83630 1.51828
C -1.65738 1.85257 1.97347
H -7.13170 -6.02759 -1.65827
H -7.46863 -5.28610 -3.22558
H -8.53954 -5.00043 -1.81712
H -8.15935 -3.31048 -0.36257
H -6.55520 -1.75029 0.82210
H -3.49260 -2.87412 -1.88096
H -5.11067 -4.61367 -2.86534
H -3.18555 -0.64223 -1.63135
H -1.65023 1.17518 -0.42293
H -3.50161 0.49527 3.13551
H -4.88499 -1.37157 2.16997
H -1.19770 2.42798 1.17728
H -0.89803 1.37529 2.58669
H -2.35136 2.44941 2.55889
Cu 0.45802 -2.12473 2.79303
Cu 1.29594 -2.69757 0.00601
C 7.12309 2.32358 2.25590
C 6.47457 1.00989 1.82659
C 4.97262 1.13933 1.46537
C 4.87441 1.98548 0.19752
N 3.51419 1.98256 -0.45936
C 3.26908 0.60217 -1.09376
C 2.17169 0.79332 -2.14200
C 2.41639 2.22762 -2.62609
C 3.47648 2.83839 -1.71705
C 2.42347 2.33078 0.47652
H 8.17685 2.11763 2.44238
H 6.71611 2.63847 3.21815
H 7.05669 3.14032 1.53886
H 6.75831 0.27488 2.58175
H 6.91236 0.55116 0.92895
H 4.56586 1.72850 2.29360
H 4.44908 0.18519 1.39299
H 5.63531 1.77976 -0.55221
H 4.97801 3.02379 0.52019
H 2.94142 -0.02265 -0.24880
H 4.21886 0.17037 -1.39936
H 1.20372 0.58794 -1.67396
H 2.24656 0.01940 -2.90593
H 1.49873 2.81270 -2.60194
H 2.84534 2.20595 -3.62548
H 3.31167 3.87369 -1.42515
H 4.46160 2.75098 -2.17138
H 2.61358 3.26621 0.99942
H 2.35842 1.48376 1.15432
H 1.48614 2.47979 -0.05910
O 0.90216 -0.89382 1.18854
H 0.16647 -0.47196 0.74197
*
```

The computed Löwdin charges, all in e, follow: C 0.071; N -0.054; C 0.048; C 0.070; C -0.115; C 0.050; C 0.038; C -0.102; C 0.041; C 0.009; N -0.077; C 0.047; C 0.053; C 0.064; H 0.125; H 0.121; H 0.114; H 0.166; H 0.134; H 0.129; H 0.165; H 0.142; H 0.142; H 0.163; H 0.142; H 0.099; H 0.104; H 0.122; Cu 0.709; Cu 0.717; C -0.084; C -0.245; C -0.182; C -0.121; N -0.267; C -0.102; C -0.143; C -0.121; C -0.071; C 0.019; H 0.091; H 0.087; H 0.074; H 0.118; H 0.111; H 0.118; H 0.103; H 0.147; H 0.141; H 0.090; H 0.150; H 0.088; H 0.125; H 0.121; H 0.134; H 0.150; H 0.145; H 0.129; H 0.088; H 0.101; O -0.364; H -0.067

---

Number 1: total energy -1846.844424 a.u.. Number 2: total energy -2942.682512 a.u.. Number 3: total energy -4340.139208 a.u..